The following is a quantum chemistry calculation of a molecular structure, C15H19BrRuSi, from the Open Molecules 2025 dataset.

Atoms and positions in Å:
C 1.36 1.74 -0.34
C 2.51 1.91 0.48
C 3.21 0.64 0.55
H 2.86 2.81 0.99
C 2.54 -0.26 -0.37
C 1.40 0.42 -0.90
H 0.70 0.03 -1.63
H 0.57 2.46 -0.54
H 4.13 0.44 1.10
H 2.89 -1.24 -0.65
Ru 1.27 0.01 1.50
Br -0.65 0.41 2.88
C -2.88 -0.55 -0.63
C -2.17 -0.47 -1.87
C -2.00 0.91 -2.19
H -1.81 -1.34 -2.45
C -2.62 1.69 -1.15
C -3.14 0.78 -0.18
H -3.59 1.00 0.79
H -3.12 -1.47 -0.08
H -1.48 1.31 -3.07
H -2.83 2.75 -1.20
C -0.72 -3.85 4.42
Si 0.56 -4.32 3.14
C 2.26 -4.40 3.94
C 0.07 -6.00 2.46
C 0.61 -3.01 1.81
C 0.99 -1.81 1.64
H -0.62 -4.53 5.27
H -1.75 -3.95 4.03
H -0.61 -2.82 4.79
H 2.36 -5.29 4.57
H 3.05 -4.46 3.18
H 2.49 -3.54 4.59
H -0.97 -5.99 2.12
H 0.70 -6.25 1.60
H 0.15 -6.83 3.18

For the calculated total energy, the calculation gives -3541.21195 hartree. The LUMO energy (alpha / beta) is 3.286 / 0.890 eV. The expectation value of S² is 8.807. The spin multiplicity is 6. As for the HOMO-LUMO gap (alpha / beta): 0.1691 / 0.1854 Eh. The charge is -1. The energy relative to the best compared isomer or geometry (same formula, charge and spin) comes out at 5.5 kJ/mol.

The following is a quantum chemistry calculation of a molecular structure, C15H19F3IN2O7PS3, from the Open Molecules 2025 dataset.

Atoms and positions in Å:
O 6.00 -1.52 1.31
P 5.73 -1.37 -0.13
O 6.84 -0.45 -0.83
O 5.69 -2.83 -0.81
C 4.06 -0.63 -0.28
C 2.93 -1.40 -0.19
C 1.59 -0.87 -0.27
C 0.42 -1.85 -0.16
F -0.18 -1.83 1.03
F -0.46 -1.64 -1.17
F 0.91 -3.11 -0.38
C 1.37 0.48 -0.46
I -0.52 1.40 -0.57
C 2.55 1.29 -0.58
N 2.43 2.62 -0.79
S 3.99 3.10 -0.88
N 4.83 1.74 -0.64
C 3.89 0.78 -0.49
H 6.91 0.40 -0.36
H 5.06 -2.79 -1.55
H 3.10 -2.47 -0.06
C -3.18 5.56 -3.11
C -2.12 6.01 -2.10
C -0.97 5.00 -2.16
S -0.98 4.33 -3.83
O -1.31 2.93 -3.75
O 0.18 4.80 -4.54
C -2.42 5.23 -4.39
H -3.93 6.34 -3.29
H -3.69 4.67 -2.74
H -1.75 7.00 -2.38
H -2.53 6.08 -1.09
H 0.00 5.47 -1.97
H -1.12 4.18 -1.47
H -2.99 4.61 -5.08
H -2.07 6.13 -4.89
C -1.48 -5.01 3.14
C -2.42 -3.99 2.48
C -3.77 -4.07 3.20
S -3.41 -4.61 4.87
O -3.99 -5.91 5.07
O -3.65 -3.52 5.79
C -1.65 -4.80 4.64
H -0.45 -4.87 2.83
H -1.78 -6.02 2.87
H -2.00 -2.99 2.58
H -2.53 -4.19 1.41
H -4.27 -3.10 3.23
H -4.42 -4.81 2.74
H -1.29 -5.64 5.24
H -1.17 -3.88 4.97

For the calculated total energy, the calculation gives -3352.46174 hartree. The LUMO energy is -1.670 eV. As for the HOMO-LUMO gap: 0.2893 Eh. The charge is 0. The energy relative to the best compared isomer or geometry (same formula, charge and spin) comes out at 0.0 kJ/mol.

The following is a quantum chemistry calculation of a single C15H19N3O3 molecule, from the Open Molecules 2025 dataset.

Atoms and positions in Å:
C -4.33 -2.36 0.20
H -4.23 -2.21 1.28
O -3.14 -2.06 -0.48
C -2.67 -0.77 -0.44
C -3.25 0.26 0.29
C -2.68 1.52 0.27
C -1.53 1.78 -0.47
C -0.96 0.74 -1.21
C -1.53 -0.51 -1.19
H -1.08 -1.32 -1.76
H -0.07 0.90 -1.80
O -1.03 3.06 -0.39
C 0.14 3.36 -1.11
C 1.35 2.55 -0.65
O 2.27 2.27 -1.39
N 1.30 2.21 0.65
H 0.49 2.48 1.19
C 2.17 1.20 1.21
H 2.80 1.64 2.00
H 2.82 0.89 0.39
C 1.37 0.01 1.75
H 0.47 -0.11 1.15
H 1.07 0.20 2.78
C 2.17 -1.30 1.69
N 2.30 -1.75 0.33
C 1.34 -2.37 -0.41
N 1.72 -2.57 -1.64
C 2.98 -2.06 -1.72
C 3.35 -1.54 -0.52
H 4.26 -1.07 -0.20
H 3.53 -2.10 -2.64
H 0.40 -2.66 0.00
H 1.65 -2.07 2.26
H 3.16 -1.16 2.11
H 0.00 3.21 -2.19
H 0.32 4.42 -0.93
H -3.12 2.33 0.84
H -4.14 0.11 0.88
H -5.17 -1.76 -0.17
H -4.52 -3.41 0.00

For the calculated total energy, the calculation gives -972.97114 hartree. The LUMO energy is 0.673 eV. Its structure (SMILES) is COc1ccc(OCC(=O)NCCCn2ccnc2)cc1. As for the HOMO-LUMO gap: 0.3247 Eh. The charge is 0. The energy relative to the best compared isomer or geometry (same formula, charge and spin) comes out at 166.9 kJ/mol.

The following is a quantum chemistry calculation of a single C15H19N3O3S2 molecule, from the Open Molecules 2025 dataset.

Atoms and positions in Å:
C -5.13 -1.68 0.15
C -5.10 -0.25 0.68
C -4.97 0.80 -0.43
H -5.81 0.71 -1.11
H -5.00 1.79 0.01
C -3.67 0.68 -1.25
C -2.47 0.84 -0.41
N -2.01 1.96 0.00
N -0.95 1.88 0.78
C -0.54 0.67 0.97
N 0.55 0.30 1.72
C 1.77 0.92 1.77
O 2.65 0.48 2.48
C 1.97 2.06 0.84
H 2.89 2.59 1.04
H 1.11 2.73 0.79
S 2.13 1.34 -0.86
O 2.78 2.33 -1.68
O 0.83 0.88 -1.27
C 3.26 -0.11 -0.70
C 2.46 -1.35 -0.52
C 2.46 -2.03 0.69
C 1.64 -3.14 0.87
C 0.82 -3.57 -0.16
C 0.83 -2.90 -1.37
C 1.65 -1.80 -1.55
H 1.65 -1.28 -2.50
H 0.20 -3.24 -2.18
H 0.18 -4.43 -0.02
H 1.65 -3.67 1.81
H 3.09 -1.70 1.50
H 3.81 -0.10 -1.64
H 3.92 0.10 0.13
H 0.50 -0.59 2.20
S -1.54 -0.54 0.18
H -3.66 1.47 -2.00
H -3.64 -0.28 -1.76
H -4.27 -0.13 1.38
H -6.02 -0.05 1.22
H -5.89 -1.79 -0.61
H -5.35 -2.37 0.96
H -4.17 -1.96 -0.27

For the calculated total energy, the calculation gives -1769.34000 hartree. The LUMO energy is 0.386 eV. Its structure (SMILES) is CCCCc1nnc(NC(=O)CS(=O)(=O)Cc2ccccc2)s1. As for the HOMO-LUMO gap: 0.3525 Eh. The charge is 0. The energy relative to the best compared isomer or geometry (same formula, charge and spin) comes out at 118.0 kJ/mol.

The following is a quantum chemistry calculation of a single C15H19N3O3S2 molecule, from the Open Molecules 2025 dataset.

Atoms and positions in Å:
C 3.09 -3.63 1.39
H 3.55 -2.77 1.86
H 3.14 -4.48 2.07
H 3.65 -3.87 0.49
C 1.64 -3.33 1.05
C 1.56 -2.18 0.10
N 2.53 -1.42 -0.23
N 2.21 -0.44 -1.06
C 0.96 -0.42 -1.38
N 0.34 0.50 -2.18
C 0.54 1.85 -2.24
O -0.27 2.54 -2.84
C 1.73 2.43 -1.53
C 1.24 3.42 -0.48
H 2.05 3.80 0.13
H 0.69 4.24 -0.92
S 0.09 2.57 0.68
O 0.17 3.24 1.94
O 0.41 1.16 0.67
C -1.62 2.81 0.03
C -2.28 1.48 -0.06
C -2.69 0.96 -1.28
C -3.24 -0.31 -1.34
C -3.39 -1.06 -0.19
C -2.98 -0.54 1.03
C -2.44 0.72 1.10
H -2.11 1.13 2.04
H -3.10 -1.13 1.93
H -3.81 -2.06 -0.25
H -3.56 -0.71 -2.30
H -2.57 1.55 -2.18
H -2.08 3.48 0.75
H -1.54 3.29 -0.94
H 2.31 1.63 -1.06
H 2.36 2.95 -2.26
H -0.55 0.20 -2.56
S 0.04 -1.72 -0.66
C 0.83 -2.98 2.30
H 1.23 -2.09 2.77
H 0.88 -3.80 3.01
H -0.21 -2.80 2.05
H 1.18 -4.20 0.57

For the calculated total energy, the calculation gives -1769.34633 hartree. The LUMO energy is 0.486 eV. Its structure (SMILES) is CC(C)c1nnc(NC(=O)CCS(=O)(=O)Cc2ccccc2)s1. As for the HOMO-LUMO gap: 0.3526 Eh. The charge is 0. The energy relative to the best compared isomer or geometry (same formula, charge and spin) comes out at 101.3 kJ/mol.

The following is a quantum chemistry calculation of a single C15H19N3O4 molecule, from the Open Molecules 2025 dataset.

Atoms and positions in Å:
C 0.26 -1.60 -0.46
C 1.66 -1.59 -1.19
C -0.63 -0.52 -1.02
C -1.98 -0.81 -0.44
C -2.62 -1.94 -0.02
C -2.91 0.27 -0.07
C -4.12 -0.26 0.36
C -2.93 1.60 -0.42
C -5.16 0.57 0.69
C -4.07 2.33 -0.35
C -5.28 1.85 0.18
C 2.66 0.46 0.07
C 3.30 1.58 -0.75
C 3.42 -0.02 1.45
C 3.45 1.04 2.46
H -0.01 -2.15 1.39
H 0.16 -0.57 1.23
H -0.18 -2.71 -0.72
H -0.64 -0.49 -2.10
H -0.34 0.48 -0.76
H -2.38 -3.00 0.04
H -4.44 -2.42 0.69
H -2.03 2.13 -0.72
H -5.96 0.10 1.29
H -3.97 3.39 -0.45
H -6.13 2.39 0.41
H 3.51 -0.96 -1.16
H 1.60 0.86 0.21
H 4.56 -0.13 1.06
H 2.11 -1.49 1.64
H 2.64 1.02 3.16
H 4.42 1.00 3.04
H 3.49 2.08 2.20
H 3.21 3.38 -1.42
N 0.52 -1.44 0.96
N -3.88 -1.62 0.44
N 2.65 -0.76 -0.68
O 1.94 -2.29 -2.15
O 4.46 1.41 -1.13
O 2.87 -1.18 2.05
O 2.60 2.80 -0.90

For the calculated total energy, the calculation gives -1048.16251 hartree. The LUMO energy is 0.482 eV. Its structure (SMILES) is C[C@@H](O)[C@H](NC(=O)[C@@H](N)Cc1c[nH]c2ccccc12)C(=O)O. As for the HOMO-LUMO gap: 0.3246 Eh. The charge is 0. The energy relative to the best compared isomer or geometry (same formula, charge and spin) comes out at 297.1 kJ/mol.

Maximum force (computed, eV/Å): 6.919; 2.418; 0.714; 1.680; 1.654; 4.277